The following is a DFT calculation (ωB97M-V/def2-TZVPD) of a molecular structure, C39H46BN5O4ReS2Te.

Each line ends with the Löwdin spin population.
Geometry (Å):
Re (0.5330, 0.3698, -0.2136)  2.487
Te (-1.9866, -0.5922, 0.0799)  -0.012
S (2.3847, 1.8454, 0.4132)  0.094
S (-1.3827, 2.3307, 0.3956)  0.004
O (1.4455, 1.2538, 2.9613)  0.007
O (0.1271, -0.1840, 1.9076)  0.054
O (-0.8692, -3.5207, 5.8348)  0.000
O (0.5718, -2.9416, 7.5354)  0.000
N (1.2004, 4.3107, -0.0340)  0.001
N (2.3200, 3.4740, -1.7259)  0.000
N (-1.4012, 2.2584, 3.1039)  0.001
N (1.9293, -3.1926, 1.7537)  0.004
N (0.0672, 3.6601, 2.2629)  0.002
C (1.8167, 4.6745, -2.1292)  0.001
C (2.6282, -2.0474, -0.3326)  0.030
C (-2.4813, 1.3214, 3.2151)  0.000
C (0.7533, 0.2437, 2.9412)  0.008
C (2.6152, -2.3943, -3.0833)  -0.005
C (3.1052, 2.5511, -2.4968)  0.001
C (-0.0313, 1.4937, -3.2090)  0.168
C (2.6750, -4.4264, 1.8258)  0.000
C (-0.2125, -1.6786, 4.3005)  0.001
C (0.6483, -0.5821, 4.1984)  0.001
C (1.9165, 3.2662, -0.4513)  0.021
C (-0.7813, 0.7076, -5.3788)  0.009
C (-3.5670, -2.0901, -1.9649)  0.001
C (0.7121, -2.0522, 6.5024)  0.000
C (-2.4537, -2.4232, -1.0250)  0.006
C (-3.8208, -0.7540, -2.2653)  0.000
C (0.1550, 3.7067, 3.6215)  0.001
C (-0.1597, -2.3998, 5.4677)  0.000
C (1.1258, 5.1845, -1.0771)  0.002
C (-0.3815, 1.9420, -4.5572)  0.025
C (-0.4023, -3.8714, 7.1190)  0.000
C (1.7667, -1.4843, -2.4819)  0.024
C (1.5057, -0.2357, 5.2357)  0.001
C (-4.7886, -0.4339, -3.2074)  0.000
C (3.4917, -2.9480, -0.9511)  -0.005
C (-5.5128, -1.4329, -3.8336)  0.000
C (1.5564, -0.9704, 6.4131)  0.000
C (0.8182, 2.6286, -5.2247)  0.009
C (0.2877, 1.0474, -2.1237)  -0.004
C (2.6259, -2.0471, 1.1803)  0.009
C (3.5067, -3.1221, -2.3190)  0.032
C (1.7574, -1.2505, -1.1001)  -0.012
C (-5.2959, -2.7599, -3.4982)  0.000
C (-4.3244, -3.0843, -2.5679)  0.000
C (-3.0485, 0.3153, -1.5681)  0.004
C (-0.8680, 2.7581, 1.9611)  0.004
C (0.6085, -3.4023, 1.2111)  0.001
C (-1.5541, 2.9278, -4.4772)  0.008
C (-0.7479, 2.8464, 4.1530)  0.001
B (0.7104, 4.7605, 1.3770)  0.001
H (-1.8468, 3.2340, -5.4789)  0.001
H (-5.8824, -3.5395, -3.9651)  0.000
H (-2.2881, 0.7597, -2.2193)  0.000
H (1.0891, -0.9279, -3.1133)  0.000
H (2.5838, -2.5225, -4.1546)  -0.001
H (3.6932, -4.2248, 2.1516)  0.000
H (0.5902, 6.1072, -0.9939)  0.000
H (-1.2637, 3.8103, -3.9114)  0.000
H (1.6600, 5.1779, 1.9616)  0.000
H (-3.3875, 1.7280, 2.7548)  0.000
H (-2.6661, 1.1241, 4.2694)  0.000
H (0.0414, -4.8808, 7.0925)  0.000
H (2.5544, 1.6084, -2.5992)  -0.001
H (1.6692, 1.9532, -5.2798)  0.000
H (2.1371, -1.1427, 1.5434)  0.005
H (-0.8657, -1.9527, 3.4861)  0.000
H (-0.1499, 5.5725, 1.1968)  0.000
H (-3.6925, 1.1245, -1.2180)  0.000
H (-1.2427, -3.8655, 7.8324)  0.000
H (-2.4137, 2.4706, -3.9908)  0.000
H (3.2991, 2.9819, -3.4756)  0.000
H (4.2007, -3.8126, -2.7783)  0.002
H (1.9843, 5.0780, -3.1077)  0.000
H (2.7011, -4.9685, 0.8697)  0.000
H (-4.9668, 0.6061, -3.4481)  0.000
H (-1.1167, 1.0041, -6.3707)  0.001
H (-6.2558, -1.1715, -4.5735)  0.000
H (0.0955, -4.1409, 1.8261)  0.000
H (-1.5734, -2.7494, -1.5877)  0.000
H (2.2049, -5.0772, 2.5665)  0.000
H (0.0695, 0.0372, -5.4838)  0.000
H (-2.2323, 0.3826, 2.7105)  0.000
H (1.1079, 3.5144, -4.6667)  0.000
H (0.6210, -3.7627, 0.1710)  0.000
H (0.0526, -2.4643, 1.2375)  0.002
H (2.1514, 0.6185, 5.0922)  0.000
H (3.6493, -2.0453, 1.5639)  0.001
H (0.8485, 4.3593, 4.1097)  0.000
H (4.1709, -3.5237, -0.3388)  -0.001
H (-4.1498, -4.1155, -2.2985)  0.000
H (4.0473, 2.3433, -1.9871)  0.002
H (-0.9793, 2.5907, 5.1672)  0.000
H (-2.7340, -3.2200, -0.3333)  0.000
H (0.5465, 2.9284, -6.2352)  0.001
H (2.2313, -0.7307, 7.2185)  0.000
H (-1.5871, 0.1674, -4.8865)  0.000

Properties
Kohn-Sham gap (spin up / spin down) in eV: 7.78 / 6.85
Expectation value of S²: 3.7995
E_HOMO (spin up / spin down) in eV: -7.6376 / -7.7730
Energy relative to the best compared isomer or geometry (same formula, charge and spin) in kcal per mole: 19.65
Largest force on an atom in eV Å⁻¹: 1.931
2S+1: 4
Energy in eV: -88600.085